(1)
94
Properties=species:S:1:pos:R:3 method="wB97M-V/def2-TZVPD" smiles="CC(=O)N(C(C)=O)[C@@](C#N)(C[C@H]1CO1)[C@](C#N)(CCCC(=O)O)CCC(=O)Nc1ccccc1.ClCCCl.ClCCCl.ClCCCl.ClCCCl" homo_ev=-8.72 lumo_energy_ev=-1.5
C 1.3374 -3.0374 5.7022
C 0.9148 -3.2119 4.0939
O 1.9724 -3.1437 3.2379
N -0.4954 -3.4717 3.7145
C -1.1355 -4.6215 4.4415
C -1.4701 -6.0354 3.6114
O -1.4282 -4.6722 5.7625
C -1.3821 -2.2765 3.5169
C -2.9195 -2.9814 3.4938
N -4.0902 -3.5780 3.4134
C -1.5592 -1.2254 4.7009
C -0.1991 -0.0953 4.8661
C -0.5684 1.5474 4.4711
O -0.3432 0.9637 6.0014
C -1.3013 -1.6651 1.9590
C -2.5412 -0.5392 1.9335
N -3.3047 0.5088 1.8188
C -1.8888 -2.8484 0.9247
C -1.3056 -2.6780 -0.6343
C -2.1764 -3.7695 -1.5558
C -3.5520 -2.9973 -2.0809
O -4.7971 -3.4923 -1.8391
O -3.5326 -1.7111 -2.8353
C 0.1508 -1.0815 1.5267
C 0.1492 0.1678 0.4584
C 1.6130 0.9774 0.3899
O 2.4862 1.0311 1.3995
N 1.8555 1.7315 -0.9345
C 3.3167 1.5241 -1.2597
C 3.9069 -0.0375 -1.2789
C 5.5044 -0.3309 -1.5783
C 6.5264 0.9319 -1.8572
C 5.9219 2.4629 -1.8810
C 4.3141 2.8034 -1.5885
H 0.4165 -2.7284 6.3771
H 2.2749 -2.3538 5.8537
H 1.6411 -4.1269 6.0801
H -0.7225 -6.0223 2.6876
H -2.5931 -5.9917 3.2257
H -1.2386 -6.9623 4.2871
H -1.4459 -1.7933 5.7433
H -2.5344 -0.5998 4.7714
H 0.9482 -0.5168 4.5666
H -1.2004 2.3079 5.0567
H -1.5332 1.1162 3.9147
H -1.5751 -3.9285 1.2498
H -3.0672 -2.7339 0.7578
H -1.6399 -1.6188 -1.0294
H -0.1586 -2.8891 -0.7200
H -1.5352 -4.1788 -2.4472
H -2.5337 -4.6289 -0.8161
H -3.8160 -0.9733 -2.1983
H 0.7869 -1.9507 1.0057
H 0.8550 -0.7317 2.4107
H -0.0318 -0.1953 -0.6636
H -0.6310 1.0170 0.6899
H 1.2151 1.3865 -1.6825
H 3.1842 -0.9348 -1.0665
H 5.8475 -1.4654 -1.5370
H 7.6724 0.6606 -2.0307
H 6.6414 3.3622 -2.0929
H 3.9562 3.9185 -1.5908
Cl -4.6746 -1.3089 -6.5111
C -6.0081 -1.3955 -5.3330
C -7.2723 -0.7238 -5.8453
Cl -7.0925 1.0446 -5.9682
H -5.6638 -0.9457 -4.3965
H -6.1999 -2.4567 -5.1501
H -8.0986 -0.9099 -5.1534
H -7.5605 -1.1045 -6.8300
Cl 10.6567 2.3131 0.7251
C 10.1300 4.0147 0.7534
C 8.7894 4.2130 0.0640
Cl 8.8936 3.9586 -1.6964
H 10.9148 4.6210 0.2907
H 10.0524 4.3041 1.8054
H 8.4420 5.2390 0.2148
H 8.0279 3.5340 0.4601
Cl 5.5544 6.4951 3.5387
C 4.8201 5.2868 2.4550
C 5.1859 3.8643 2.8482
Cl 6.9099 3.5112 2.5698
H 5.1319 5.5148 1.4310
H 3.7366 5.4222 2.5186
H 4.6162 3.1533 2.2432
H 4.9655 3.6679 3.9020
Cl -10.8893 3.5778 -10.2006
C -9.7094 2.8399 -9.0884
C -8.6370 3.8252 -8.6516
Cl -7.5501 4.2743 -9.9901
H -9.2759 1.9658 -9.5841
H -10.2712 2.4926 -8.2165
H -8.0123 3.3747 -7.8751
H -9.0737 4.7435 -8.2470

---

(2)
89
Properties=species:S:1:pos:R:3 method="wB97M-V/def2-TZVPD" e_above_lowest_kj_mol=9.6 homo_ev="-1.91 / -2.01" total_charge=-2 lumo_energy_ev="3.8 / 3.8" spin_multiplicity=2
Cu 0.6482 -1.3125 -0.4561
C 3.5662 0.9888 -3.4044
C 2.5240 0.1359 -4.0334
N 2.4339 0.0651 -5.3437
C 1.4892 -0.8481 -5.8481
C 0.4990 -1.4281 -5.0889
C -0.6454 -2.1438 -5.7506
O -0.6077 -3.5621 -5.4794
C 0.4788 -1.2472 -3.6635
C -0.7305 -1.6342 -2.9263
N -0.9464 -1.5399 -1.6606
C -2.2143 -1.6586 -1.0437
C -2.4144 -2.6685 -0.1235
C -3.6498 -2.6451 0.5356
C -4.6033 -1.7233 0.3500
C -4.3154 -0.6438 -0.4502
C -3.1516 -0.5932 -1.1842
I -2.8598 0.9691 -2.5532
C 1.6341 -0.5529 -3.1445
O 1.8867 -0.4864 -1.9179
H 3.8339 1.6928 -4.2556
H 4.4220 0.3485 -3.0746
H 3.1853 1.4779 -2.5271
H 1.4796 -0.8609 -6.9608
H -0.7613 -1.8809 -6.8511
H -1.6209 -1.7640 -5.3848
H 0.3310 -3.7260 -5.1610
H -1.5526 -2.0481 -3.5239
H -1.6087 -3.4099 0.1040
H -3.7823 -3.4451 1.2329
H -5.5207 -1.6759 0.9766
H -4.9017 0.2493 -0.5239
O 1.1907 1.3106 1.8254
S 0.7032 -0.0404 1.7464
O 1.8039 -0.9386 1.1812
O -0.4562 -0.1888 0.7574
O 0.2526 -0.5599 3.0556
C -5.1227 4.0347 1.8980
C -3.7287 4.6805 1.8617
C -3.4008 5.4410 3.1637
Sb -2.4212 3.0581 1.0524
C -2.0135 2.1295 3.0314
C -3.2736 1.4688 3.7018
C -1.1083 2.9094 4.0026
C -0.5453 3.9994 0.8266
C -0.7287 5.5457 0.6299
C 0.0894 3.3633 -0.4246
H -5.8252 4.6413 2.4006
H -5.2197 3.1285 2.5034
H -5.4327 3.8328 0.8621
H -3.7061 5.4369 1.0396
H -3.1749 4.7022 3.9382
H -4.2063 6.1213 3.4995
H -2.5292 6.0585 3.0699
H -1.4267 1.2814 2.6607
H -3.9749 2.2183 4.0287
H -2.9482 0.8176 4.4414
H -3.7233 0.8125 2.9807
H -1.4502 3.9362 4.1713
H -0.0534 2.8465 3.6892
H -1.1885 2.3648 4.9391
H 0.1382 3.7374 1.5640
H -1.4098 5.7573 -0.1662
H 0.2544 6.0228 0.3703
H -1.0407 6.1166 1.4950
H -0.5428 3.5287 -1.2876
H 0.0914 2.2769 -0.2500
H 1.1234 3.6618 -0.4618
C 6.3597 -3.7154 2.1532
C 5.0651 -3.8060 1.4617
C 5.0478 -3.3162 0.1527
C 3.8665 -3.3733 -0.5968
C 4.0304 -2.9839 -2.0696
C 2.7304 -3.7872 0.0384
Se 1.1523 -3.8095 -1.0394
C 2.7445 -4.1458 1.3617
C 1.4766 -4.3201 2.2127
C 3.9560 -4.2497 2.0515
H 6.5246 -4.6802 2.6240
H 6.5312 -2.9192 2.8934
H 7.1087 -3.5963 1.4386
H 5.9984 -2.8793 -0.1884
H 5.0880 -2.7643 -2.1968
H 3.4637 -2.0882 -2.3945
H 3.7940 -3.8433 -2.7205
H 0.6997 -4.9758 1.6868
H 0.9845 -3.3983 2.2603
H 1.8067 -4.6390 3.1916
H 4.0499 -4.6518 3.0175

---

(3)
96
Properties=species:S:1:pos:R:3 method="wB97M-V/def2-TZVPD" e_above_lowest_kj_mol=149.9 homo_ev="-9.75 / -9.80" total_charge=+1 lumo_energy_ev="-2.6 / -3.7" spin_multiplicity=4
Re 0.0787 -1.0975 -0.6018
C 4.1934 -0.9176 4.4846
C 2.9202 -1.3712 3.7711
C 1.9947 -2.0745 4.7662
C 3.3184 -2.3145 2.6387
N 2.1948 -0.1966 3.2524
C 2.4700 1.1072 3.5739
C 1.4709 1.8752 3.0835
N 0.5636 1.0583 2.4689
B -0.8494 1.5622 2.1194
N -0.9108 2.3251 0.7676
C -1.7740 3.3736 0.6317
C -1.4822 4.0140 -0.5230
N -0.4356 3.3585 -1.1139
C -0.1301 2.3090 -0.3253
S 1.0771 1.0974 -0.6001
C 0.1752 3.9163 -2.3358
C 1.2913 3.0406 -2.8884
C -0.9236 4.0485 -3.3951
C 0.7504 5.2850 -1.9554
N -1.9364 0.4646 2.1891
C -2.6083 0.1979 3.3511
C -3.7199 -0.5096 3.0493
N -3.7440 -0.6942 1.6917
C -2.6276 -0.1171 1.1946
S -2.1461 -0.0925 -0.4482
C -4.8638 -1.2445 0.9093
C -5.4428 -0.1064 0.0626
C -4.3708 -2.3895 0.0239
C -5.9438 -1.7774 1.8500
C 1.0344 -0.1957 2.5596
S 0.2386 -1.5313 1.8441
H 4.7507 -1.8016 4.7829
H 3.9718 -0.3435 5.3820
H 4.8251 -0.3381 3.8149
H 2.5181 -2.9110 5.2188
H 1.1067 -2.4535 4.2681
H 1.6909 -1.3864 5.5522
H 3.7249 -3.2290 3.0594
H 4.0737 -1.8519 2.0117
H 2.4695 -2.5927 2.0227
H 3.3358 1.4040 4.1229
H 1.3188 2.9319 3.1393
H -1.1281 2.3626 2.9534
H -2.5220 3.5828 1.3675
H -1.9426 4.8795 -0.9515
H 0.9259 2.0399 -3.0911
H 2.1301 2.9830 -2.2016
H 1.6495 3.4720 -3.8197
H -1.4465 3.0999 -3.4778
H -0.4756 4.2908 -4.3553
H -1.6365 4.8339 -3.1579
H 1.5009 5.1730 -1.1752
H -0.0226 5.9592 -1.5957
H 1.2175 5.7316 -2.8283
H -2.2452 0.5357 4.2986
H -4.4756 -0.8768 3.7074
H -4.7012 0.2773 -0.6337
H -5.7767 0.7108 0.6993
H -6.2904 -0.4753 -0.5065
H -3.6440 -2.0356 -0.7009
H -5.2017 -2.8245 -0.5233
H -3.9089 -3.1663 0.6277
H -6.3753 -0.9832 2.4533
H -5.5505 -2.5563 2.4971
H -6.7426 -2.2113 1.2552
Br -1.0778 -3.5254 -0.4161
C 0.0737 -5.0818 -0.6042
Br 1.2596 -5.2533 0.8894
H 0.6569 -4.9249 -1.5117
H -0.5707 -5.9585 -0.6540
Se 2.2688 -2.1558 -1.0325
C 3.9334 -1.3186 -0.5882
C 4.0518 -0.1030 0.0711
C 5.3239 0.3833 0.3252
N 6.4269 -0.2569 -0.0082
C 6.3184 -1.4171 -0.6330
C 5.1005 -1.9909 -0.9520
H 3.1777 0.4473 0.3800
H 5.4497 1.3326 0.8279
H 7.2485 -1.9083 -0.8849
H 5.0505 -2.9391 -1.4658
C -1.7283 0.8903 -5.4176
N -1.1068 -0.2300 -4.7447
C -0.6877 -1.3151 -5.4383
C -0.1103 -2.3599 -4.8182
C 0.0700 -2.3107 -3.3918
O 0.5588 -3.2450 -2.7432
N -0.3085 -1.1716 -2.7422
C -0.8913 -0.1287 -3.3747
O -1.2155 0.8945 -2.7837
H -2.1326 0.5657 -6.3751
H -0.9953 1.6845 -5.5812
H -2.5309 1.2800 -4.7904
H -0.8369 -1.2845 -6.5098
H 0.2393 -3.2300 -5.3448

---

(4)
144
Properties=species:S:1:pos:R:3 method="wB97M-V/def2-TZVPD" homo_ev=-11.24 total_charge=+1 lumo_energy_ev=-2.3
C 6.9244 -1.2449 2.7892
O 7.6739 -2.2718 2.1175
C 7.2555 -2.3686 0.7679
C 5.7886 -2.9740 0.6032
C 5.4688 -2.9366 -0.9376
N 4.0737 -2.6071 -1.2698
C 3.0557 -3.5612 -1.1685
B 3.0231 -5.1050 -0.6863
O 2.6140 -6.0676 -1.6626
O 3.3187 -5.5354 0.6200
C 1.8182 -2.9563 -1.5865
N 2.2380 -1.6656 -1.9024
C 3.5451 -1.3947 -1.7129
C 4.3751 -0.1096 -1.9448
C 3.8578 1.1767 -1.1894
C 2.4082 1.0744 -0.6024
C 1.9707 2.3064 0.2873
C 0.9946 1.7300 1.3891
N -0.3312 1.3711 0.8215
H 5.9285 -1.6533 3.1238
H 7.4332 -0.8777 3.7085
H 6.7741 -0.3873 2.0740
H 7.9917 -3.0295 0.2426
H 7.2573 -1.3806 0.2257
H 5.0397 -2.4619 1.2482
H 5.8760 -4.0485 0.9187
H 5.6819 -3.9532 -1.3670
H 6.1940 -2.2527 -1.4534
H 1.6984 -5.7966 -1.8797
H 2.4952 -5.3997 1.1313
H 0.8164 -3.4128 -1.6237
H 1.6638 -0.8958 -2.2474
H 4.5161 0.0833 -3.0417
H 5.4092 -0.3114 -1.5574
H 3.8326 2.0050 -1.9658
H 4.5658 1.5527 -0.4020
H 1.7021 1.0539 -1.4855
H 2.2032 0.1502 -0.0077
H 1.3582 3.0059 -0.3304
H 2.8435 2.8042 0.7701
H 0.8284 2.4355 2.2383
H 1.4164 0.7842 1.8472
H -0.2399 0.7238 0.0346
H -0.8303 0.8247 1.5333
C 2.4521 1.0721 -5.2398
Cl 1.9647 1.8321 -6.7534
Cl 3.1842 2.2588 -4.1502
Cl 1.0634 0.2865 -4.4644
H 3.1961 0.3095 -5.4631
C -2.7845 2.0024 4.2129
Cl -2.6955 2.7172 2.6023
Cl -4.4630 1.8464 4.7363
Cl -1.9778 0.4254 4.2343
H -2.2698 2.6582 4.9076
C 7.4074 -7.0425 -1.5188
Cl 5.6703 -6.9712 -1.8372
Cl 8.3110 -7.0725 -3.0353
Cl 7.9073 -5.6699 -0.5239
H 7.6244 -7.9550 -0.9729
C -6.7479 1.5946 1.7739
Cl -5.7750 0.3385 0.9987
Cl -6.4605 3.1630 1.0124
Cl -8.4628 1.1783 1.7140
H -6.4491 1.6616 2.8149
C 8.3180 -1.8591 -3.8437
Cl 9.2849 -1.4443 -5.2579
Cl 6.6457 -1.3065 -4.0372
Cl 8.3185 -3.5943 -3.5558
H 8.7496 -1.3655 -2.9782
C 6.5227 3.8553 -2.1864
Cl 6.9079 2.1454 -1.9397
Cl 7.0417 4.3760 -3.7888
Cl 4.7896 4.1518 -1.9659
H 7.0652 4.4353 -1.4469
C 10.7425 3.6377 -0.4979
Cl 10.6868 2.0156 0.2031
Cl 10.8126 3.5544 -2.2596
Cl 9.3461 4.5898 0.0282
H 11.6417 4.1313 -0.1438
C -8.6419 -1.6732 4.1614
Cl -10.2497 -1.4575 4.8587
Cl -7.6072 -0.2946 4.5468
Cl -7.9036 -3.1698 4.7377
H -8.7433 -1.7347 3.0822
C -11.4531 3.9013 -0.0079
Cl -12.0293 4.0908 -1.6681
Cl -11.7579 2.2593 0.5738
Cl -9.7345 4.2928 0.0992
H -12.0010 4.5934 0.6239
C -5.5298 -3.1592 8.3319
Cl -4.5479 -4.3966 7.5369
Cl -5.2857 -1.5874 7.5610
Cl -7.2382 -3.6051 8.3022
H -5.2139 -3.0848 9.3671
C 7.9056 -9.6510 -6.1663
Cl 8.0161 -8.9552 -7.7866
Cl 6.2194 -9.7563 -5.6473
Cl 8.6720 -11.2412 -6.1184
H 8.4329 -8.9981 -5.4786
C -1.7816 -5.3932 4.4447
Cl -0.7264 -5.8942 3.1147
Cl -1.2477 -6.1176 5.9657
Cl -1.8240 -3.6316 4.5750
H -2.7863 -5.7446 4.2338
C 3.5621 -1.8187 -8.3257
Cl 3.0707 -1.0588 -9.8389
Cl 4.2965 -0.6266 -7.2417
Cl 2.1833 -2.5989 -7.5424
H 4.3041 -2.5783 -8.5489
C -15.7117 4.3248 -2.5755
Cl -16.6873 2.9467 -3.0936
Cl -15.4781 5.4596 -3.9105
Cl -16.4585 5.1325 -1.1929
H -14.7383 3.9570 -2.2672
C -7.0751 4.2927 6.8933
Cl -7.7372 3.2843 8.1823
Cl -5.4108 4.7609 7.2624
Cl -7.1542 3.4494 5.3416
H -7.6752 5.1938 6.8219
C 10.8310 6.8770 -4.4916
Cl 9.4307 5.8229 -4.2502
Cl 11.1612 7.8118 -3.0290
Cl 12.2489 5.9310 -4.9590
H 10.6033 7.5696 -5.2952
C -3.1856 -9.2369 5.9588
Cl -3.1404 -8.5131 4.3452
Cl -4.8529 -9.4287 6.5069
Cl -2.3441 -10.7890 5.9661
H -2.6754 -8.5685 6.6449
C -11.2326 7.9983 -2.8361
Cl -12.6126 6.9176 -2.6170
Cl -10.9106 8.9046 -1.3534
Cl -9.8012 7.0857 -3.3297
H -11.4740 8.7058 -3.6225
C -16.8360 5.0786 2.8935
Cl -18.2106 3.9952 3.1287
Cl -16.4950 5.9821 4.3731
Cl -15.4102 4.1712 2.3755
H -17.0906 5.7876 2.1124
C 1.1055 6.4352 -0.0004
Cl -0.2752 5.3655 0.2692
Cl 1.4491 7.3850 1.4474
Cl 2.5304 5.5020 -0.4836
H 0.8565 7.1182 -0.8060

---

no.,energy (eV)
1,-152294.40838
2,-184623.08518
3,-292164.73239
4,-796542.01821